DFT (wB97M-V/def2-TZVPD) results for 10 unconnected molecules or ions with the total composition C19H39N10O22 at a distorted geometry.

Cartesian coordinates (Å):
C -2.581 -1.026 1.051
C -2.193 0.471 0.765
O -1.037 0.715 0.571
O -3.230 1.431 0.748
C -3.445 1.774 -0.630
C -4.413 0.794 -1.398
C -5.686 0.368 -0.605
C -6.085 -1.042 -0.702
N -7.224 -1.529 -0.073
C -8.054 -0.729 0.679
C -7.756 0.695 0.865
C -6.554 1.238 0.204
C -6.241 2.759 0.344
O -6.298 3.527 -0.564
O -5.902 3.211 1.626
H -2.275 -1.723 0.212
H -2.019 -1.313 1.983
H -3.671 -1.169 1.277
H -3.884 2.810 -0.722
H -2.471 1.821 -1.201
H -4.717 1.193 -2.410
H -3.827 -0.158 -1.584
H -5.498 -1.767 -1.318
H -7.451 -2.519 -0.214
H -8.973 -1.172 1.137
H -8.462 1.319 1.461
H -6.627 2.908 2.213
C 1.758 1.526 1.919
N 2.540 2.604 2.575
O 1.932 3.580 2.970
O 3.744 2.432 2.670
H 0.711 1.812 1.905
H 2.142 1.414 0.907
H 1.900 0.617 2.499
C 1.323 -2.497 -1.485
N 0.032 -3.133 -1.109
O -0.993 -2.626 -1.537
O 0.088 -4.115 -0.399
H 1.119 -1.637 -2.117
H 1.819 -2.192 -0.566
H 1.910 -3.239 -2.022
C 4.786 3.375 -0.561
N 3.501 3.127 -1.263
O 3.324 3.683 -2.329
O 2.712 2.376 -0.716
H 5.386 4.055 -1.159
H 4.556 3.815 0.408
H 5.286 2.415 -0.450
C 2.358 -0.798 5.710
N 1.075 -1.058 5.003
O 0.901 -0.500 3.930
O 0.291 -1.809 5.548
H 2.955 -0.114 5.112
H 2.117 -0.357 6.675
H 2.866 -1.752 5.829
C -1.312 -6.580 -1.849
N -1.493 -8.046 -2.025
O -1.399 -8.745 -1.035
O -1.723 -8.438 -3.153
H -1.115 -6.375 -0.801
H -0.469 -6.277 -2.466
H -2.231 -6.095 -2.170
C 5.793 1.291 -3.789
N 5.619 0.132 -2.874
O 5.793 -0.979 -3.335
O 5.313 0.379 -1.721
H 6.063 0.921 -4.774
H 4.847 1.828 -3.824
H 6.586 1.915 -3.380
C -2.532 0.398 4.914
N -3.622 -0.103 5.792
O -4.728 -0.236 5.293
O -3.332 -0.344 6.943
H -2.936 0.570 3.920
H -2.164 1.326 5.346
H -1.755 -0.364 4.890
C 8.729 -2.629 -1.159
N 8.607 -1.150 -1.080
O 8.111 -0.680 -0.075
O 9.016 -0.513 -2.034
H 8.328 -3.062 -0.246
H 8.159 -2.959 -2.025
H 9.785 -2.866 -1.267
C 0.353 4.949 -4.239
N 1.011 4.677 -5.545
O 0.858 5.496 -6.430
O 1.657 3.650 -5.631
H -0.185 5.891 -4.307
H -0.332 4.127 -4.041
H 1.134 5.003 -3.483

Values from the calculation:
electronic energy: -80248.21770 eV
gap between HOMO and LUMO: 7.38 eV
spin multiplicity: 1
net charge: +1
molecular weight: 759.57 g mol⁻¹
max |F|: 3.1 eV/A
energy above the lowest of the compared OMol25 structures with the same formula, charge and spin: 1.780 eV

DFT (wB97M-V/def2-TZVPD) results for a molecular structure, C19H39NOP2Pb at a distorted geometry.

Cartesian coordinates (Å):
Pb 1.118 -1.038 -3.569
H -2.037 -0.619 -1.546
H -1.661 -0.457 -0.893
P -0.053 -3.631 -2.439
P -0.031 1.438 -2.620
C 1.390 2.421 -1.988
H 1.257 3.492 -2.213
H 1.526 2.274 -0.907
H 2.296 2.058 -2.500
C -0.067 2.148 -4.319
H -0.946 1.748 -4.842
H -0.121 3.244 -4.264
H 0.833 1.842 -4.871
C -1.622 2.170 -2.033
H -1.891 1.807 -1.024
H -1.632 3.280 -2.062
H -2.396 1.784 -2.719
C 0.119 -4.303 -4.151
H 0.024 -5.398 -4.147
H -0.668 -3.855 -4.775
H 1.092 -4.016 -4.579
C 1.215 -4.687 -1.619
H 1.099 -4.632 -0.527
H 1.125 -5.735 -1.949
H 2.216 -4.306 -1.875
C -1.605 -4.527 -1.988
H -2.444 -4.023 -2.494
H -1.569 -5.584 -2.308
H -1.781 -4.473 -0.903
C 2.084 -0.922 -1.305
O 2.742 -0.733 -0.372
H -0.735 -1.131 -3.744
C 1.779 2.286 5.236
C 1.184 2.423 3.849
C 0.861 3.668 3.291
C 0.301 3.745 1.996
C -0.031 5.090 1.425
C 0.063 2.574 1.283
C 0.227 1.276 1.848
C 0.948 1.271 3.101
N -0.350 0.228 1.246
C -0.715 -0.970 2.041
C 0.554 -1.694 2.515
C -1.612 -0.589 3.226
C -1.474 -1.910 1.113
H 2.713 2.844 5.322
H 1.112 2.641 6.021
H 1.993 1.235 5.440
H 1.027 4.604 3.855
H -0.788 5.592 2.038
H 0.858 5.729 1.391
H -0.428 4.993 0.412
H -0.424 2.622 0.307
H 1.201 0.318 3.557
H 1.422 -1.026 2.488
H 0.438 -2.099 3.528
H 0.792 -2.507 1.830
H -2.536 -0.118 2.869
H -1.875 -1.499 3.780
H -1.113 0.114 3.908
H -2.412 -1.469 0.761
H -0.890 -2.187 0.215
H -1.702 -2.819 1.655

Values from the calculation:
electronic energy: -47679.48962 eV
gap between HOMO and LUMO: 4.50 eV
spin multiplicity: 1
net charge: +2
molecular weight: 566.68 g mol⁻¹
max |F|: 5.6 eV/A

DFT (wB97M-V/def2-TZVPD) results for 4 unconnected molecules or ions with the total composition C19H39O11PS at a distorted geometry.

Cartesian coordinates (Å):
C 7.524 0.078 -3.761
C 7.182 -0.059 -5.245
C 5.887 0.645 -5.684
C 4.852 0.700 -4.649
C 4.069 -0.208 -4.095
P 3.969 -1.938 -4.516
O 3.153 -2.692 -3.376
O 5.451 -2.521 -4.488
S 3.120 -2.188 -6.229
C 3.243 0.470 -3.070
O 2.352 0.042 -2.393
O 3.670 1.775 -2.979
C 4.543 2.016 -3.999
O 4.981 3.091 -4.300
H 8.588 0.215 -3.667
H 7.063 0.932 -3.286
H 7.263 -0.813 -3.216
H 7.161 -1.094 -5.517
H 7.987 0.379 -5.812
H 5.499 0.178 -6.576
H 6.134 1.652 -5.967
H 3.406 -2.389 -2.495
H 5.364 -3.389 -4.901
C -1.956 3.892 -1.873
O -1.346 2.700 -2.331
C 0.022 2.594 -1.964
C 0.216 1.673 -0.782
O -0.365 2.214 0.399
C -1.617 1.635 0.717
H -3.029 3.794 -2.024
H -1.763 4.062 -0.811
H -1.597 4.752 -2.449
H 0.443 3.581 -1.750
H 0.555 2.179 -2.824
H 1.285 1.561 -0.593
H -0.195 0.683 -0.998
H -1.478 0.615 1.096
H -2.285 1.612 -0.147
H -2.077 2.237 1.500
C -5.420 2.783 4.026
O -4.095 2.468 3.638
C -3.131 2.803 4.626
C -2.671 1.580 5.385
O -3.712 1.015 6.167
C -4.300 -0.114 5.550
H -6.093 2.313 3.312
H -5.648 2.407 5.026
H -5.579 3.866 3.999
H -3.524 3.559 5.311
H -2.269 3.234 4.107
H -1.869 1.870 6.072
H -2.268 0.838 4.690
H -3.613 -0.967 5.595
H -4.565 0.083 4.508
H -5.205 -0.365 6.101
C -1.672 -3.184 0.774
O -1.303 -3.467 2.112
C -2.129 -2.821 3.067
C -3.149 -3.769 3.661
O -4.097 -4.186 2.691
C -3.848 -5.486 2.189
H -1.122 -3.867 0.128
H -2.742 -3.329 0.611
H -1.400 -2.156 0.510
H -2.624 -1.952 2.624
H -1.475 -2.462 3.869
H -3.702 -3.245 4.447
H -2.654 -4.632 4.114
H -4.099 -6.242 2.942
H -2.806 -5.610 1.885
H -4.489 -5.633 1.321

Values from the calculation:
electronic energy: -62980.33503 eV
gap between HOMO and LUMO: 7.39 eV
spin multiplicity: 1
molecular weight: 506.55 g mol⁻¹
max |F|: 2.4 eV/A
energy above the lowest of the compared OMol25 structures with the same formula, charge and spin: 0.000 eV